Molecular formula: C32H27N6O2S3SeSn
Method: DFT, ωB97M-V/def2-TZVPD

ORCA input file:
```
! wB97M-V def2-TZVPD RIJCOSX def2/J DEFGRID3
* xyz 1 1
Sn 0.934 -0.382 -2.316
O 1.880 0.428 -0.613
C 1.511 1.426 0.197
C 2.505 2.081 0.935
C 2.189 3.108 1.803
C 0.863 3.500 1.992
C -0.123 2.850 1.289
C 0.173 1.822 0.375
C -0.949 1.215 -0.305
N -0.924 0.393 -1.287
C -2.195 -0.125 -1.789
C -2.508 -1.506 -1.231
N -1.436 -2.439 -1.508
C -1.760 -3.598 -1.896
C -0.837 -4.709 -2.191
C -1.366 -5.826 -2.834
C -0.586 -6.924 -3.158
C 0.756 -6.920 -2.822
C 1.314 -5.833 -2.160
C 0.524 -4.741 -1.848
O 0.976 -3.641 -1.161
H 3.537 1.799 0.761
H 2.984 3.619 2.331
H 0.620 4.318 2.654
H -1.158 3.146 1.415
H -1.930 1.513 0.076
H -2.140 -0.158 -2.879
H -3.009 0.553 -1.520
H -3.476 -1.831 -1.635
H -2.610 -1.427 -0.144
H -2.814 -3.855 -2.068
H -2.419 -5.821 -3.087
H -1.022 -7.771 -3.668
H 1.384 -7.765 -3.072
H 2.366 -5.840 -1.904
S 2.228 5.942 -0.199
C 1.519 4.874 -1.236
S 2.423 3.691 -2.139
C 0.949 3.005 -2.743
N -0.112 3.623 -2.360
N 0.203 4.677 -1.538
C -0.905 5.473 -1.100
C -2.122 4.841 -0.878
C -3.216 5.587 -0.472
C -3.099 6.958 -0.291
C -1.887 7.581 -0.541
C -0.784 6.846 -0.954
S 0.941 1.639 -3.831
H -2.208 3.779 -1.054
H -4.167 5.096 -0.307
H -3.953 7.539 0.030
H -1.793 8.652 -0.426
H 0.154 7.336 -1.159
C 1.546 -5.006 2.081
N 1.637 -3.554 2.020
C 2.097 -2.818 1.006
Se 2.693 -3.429 -0.679
N 2.034 -1.527 1.316
C 1.497 -1.397 2.588
C 1.187 -0.280 3.361
C 0.634 -0.530 4.597
C 0.391 -1.839 5.054
C 0.686 -2.944 4.287
C 1.248 -2.691 3.038
H 2.000 -5.428 1.189
H 0.500 -5.302 2.129
H 2.075 -5.361 2.964
H 2.162 -0.787 0.604
H 1.367 0.724 3.004
H 0.375 0.302 5.236
H -0.046 -1.978 6.034
H 0.491 -3.948 4.636
*
```

Output
E_HOMO: -9.65 eV
orbital gap: 5.8988 eV

Here are the Löwdin charges for atoms 1 to 6, given in e: Sn 1.030; O -0.382; C -0.387; C -0.039; C -0.087; C -0.088

Molecular formula: C24H21ClF5INO3PS
Method: DFT, ωB97M-V/def2-TZVPD

ORCA input file:
```
! wB97M-V def2-TZVPD RIJCOSX def2/J DEFGRID3
* xyz 0 1
O -5.311 -2.422 5.507
S -5.398 -1.699 4.293
O -4.916 -0.375 4.171
F -6.891 -1.671 3.866
N -4.847 -2.729 3.092
Cl -5.166 -2.037 1.524
P -3.233 -3.362 3.436
O -2.364 -2.027 3.087
I -2.904 -4.698 1.423
H -1.441 -2.169 3.337
F 0.549 -3.380 1.382
C 0.357 -2.491 0.379
C 0.468 -2.929 -0.924
C 0.264 -2.012 -1.946
C -0.039 -0.689 -1.654
C -0.141 -0.278 -0.333
C 0.055 -1.183 0.701
H 0.707 -3.964 -1.125
H 0.344 -2.335 -2.976
H -0.192 0.021 -2.455
H -0.373 0.754 -0.102
H -0.026 -0.883 1.736
F 3.419 0.541 -3.577
C 3.173 1.662 -2.868
C 2.821 2.812 -3.544
C 2.564 3.962 -2.811
C 2.664 3.947 -1.426
C 3.022 2.775 -0.772
C 3.279 1.617 -1.493
H 2.762 2.798 -4.624
H 2.285 4.873 -3.326
H 2.464 4.846 -0.859
H 3.101 2.759 0.307
H 3.550 0.692 -1.003
F 0.772 6.555 -5.660
C 1.066 5.880 -6.792
C 1.011 6.546 -7.999
C 1.320 5.841 -9.154
C 1.672 4.500 -9.088
C 1.717 3.856 -7.859
C 1.415 4.548 -6.695
H 0.731 7.590 -8.025
H 1.286 6.346 -10.110
H 1.910 3.957 -9.993
H 1.988 2.810 -7.803
H 1.438 4.074 -5.725
F -1.730 -5.024 5.384
C -1.316 -4.732 6.637
C -2.122 -5.087 7.699
C -1.692 -4.778 8.981
C -0.482 -4.125 9.180
C 0.305 -3.779 8.091
C -0.109 -4.084 6.801
H -3.063 -5.587 7.516
H -2.307 -5.048 9.829
H -0.155 -3.885 10.183
H 1.247 -3.269 8.242
H 0.492 -3.833 5.937
*
```

Output
E_HOMO: -9.35 eV
orbital gap: 8.9873 eV

Here are the Löwdin charges for atoms 1 to 6, given in e: O -0.255; S 0.440; O -0.245; F -0.148; N -0.866; Cl 0.586

Molecular formula: C14H20N2Pb
Method: DFT, ωB97M-V/def2-TZVPD

ORCA input file:
```
! wB97M-V def2-TZVPD RIJCOSX def2/J DEFGRID3
* xyz 2 1
C -0.246 1.859 1.880
C -0.281 -1.760 2.028
H 0.755 2.238 2.129
H -0.793 1.571 2.787
H -0.811 2.606 1.304
H 0.019 -2.678 1.505
H 0.366 -1.579 2.896
H -1.334 -1.811 2.333
C 0.499 2.704 -1.797
C 0.889 3.480 -2.899
C 1.124 2.835 -4.114
C 0.977 1.449 -4.177
H 0.287 3.168 -0.831
H 0.984 4.555 -2.774
H 1.410 3.391 -5.007
H 1.139 0.902 -5.101
N 0.367 1.375 -1.864
C 0.603 0.723 -3.026
C 0.471 -0.766 -3.038
N 0.208 -1.393 -1.870
C 0.083 -2.726 -1.836
C 0.511 -2.907 -4.196
C 0.235 -3.527 -2.978
H -0.143 -3.173 -0.865
H 0.126 -4.605 -2.876
C 0.623 -1.513 -4.226
H 0.822 -0.979 -5.151
H 0.634 -3.479 -5.115
Pb -0.023 -0.007 0.591
C -2.153 0.012 -0.233
H -2.458 -1.025 -0.414
H -2.159 0.592 -1.162
H -2.786 0.485 0.531
C 2.231 -0.101 0.314
H 2.490 -1.106 -0.053
H 2.692 0.080 1.299
H 2.546 0.667 -0.408
*
```

Output
E_HOMO (alpha / beta): -15.50 / -15.50 eV
orbital gap (alpha / beta): 4.1870 / 4.1833 eV
energy relative to the best compared isomer or geometry (same formula, charge and spin): 61.6 kJ/mol

Here are the Löwdin charges for atoms 1 to 6, given in e: C -0.112; C -0.101; H 0.035; H 0.046; H 0.022; H 0.017

Molecular formula: C3H4O2
Method: DFT, ωB97M-V/def2-TZVPD

ORCA input file:
```
! wB97M-V def2-TZVPD RIJCOSX def2/J DEFGRID3
* xyz 0 1
C -0.019 0.970 0.761
C -0.296 -0.274 0.024
O -1.218 -0.924 0.499
C 0.465 -0.923 -1.106
O 1.620 -0.699 -1.363
H -0.647 0.432 1.563
H -0.727 1.760 0.511
H 1.014 1.375 0.750
H -0.152 -1.684 -1.615
*
```

Output
E_HOMO: -10.21 eV
orbital gap: 9.6401 eV
energy relative to the best compared isomer or geometry (same formula, charge and spin): 178.5 kJ/mol

Here are the Löwdin charges for atoms 1 to 6, given in e: C -0.004; C -0.419; O 0.060; C -0.172; O 0.093; H 0.124

Molecular formula: C7H14INO
Method: DFT, ωB97M-V/def2-TZVPD

ORCA input file:
```
! wB97M-V def2-TZVPD RIJCOSX def2/J DEFGRID3
* xyz 0 1
C 1.103 1.040 1.013
C 2.540 -0.886 1.109
C 2.165 0.381 3.136
C -3.545 0.393 -2.085
C -1.415 -0.886 -2.875
C 1.431 -0.088 1.868
C -2.153 -0.060 -1.785
N 0.038 1.320 0.386
O -0.270 2.283 -0.307
I -1.764 -0.716 0.165
H 1.862 1.673 0.972
H 2.066 -1.227 0.148
H 3.330 -0.373 0.722
H 2.826 -1.887 1.585
H 2.418 -0.538 3.628
H 2.984 1.092 2.655
H 1.459 1.019 3.722
H -3.485 1.297 -2.815
H -4.067 0.692 -1.243
H -4.189 -0.500 -2.502
H -1.772 -0.395 -3.914
H -1.895 -1.904 -2.848
H -0.259 -0.922 -2.729
H 0.594 -0.809 1.991
*
```

Output
E_HOMO (alpha / beta): -8.33 / -7.73 eV
orbital gap (alpha / beta): 8.3036 / 7.3849 eV
energy relative to the best compared isomer or geometry (same formula, charge and spin): 451.6 kJ/mol

Here are the Löwdin charges for atoms 1 to 6, given in e: C -0.179; C -0.087; C -0.070; C -0.213; C -0.203; C -0.447

Molecular formula: C6H10O
Method: DFT, ωB97M-V/def2-TZVPD

ORCA input file:
```
! wB97M-V def2-TZVPD RIJCOSX def2/J DEFGRID3
* xyz 0 1
C -1.342 -0.363 0.513
C -0.709 -1.509 -0.286
O 0.658 -1.376 -0.628
C 1.462 -0.528 0.160
C 1.399 0.919 -0.331
C 0.053 1.595 -0.276
C -1.129 1.044 0.004
H -0.987 -0.400 1.551
H -2.416 -0.576 0.567
H -0.852 -2.437 0.293
H -1.237 -1.628 -1.241
H 1.234 -0.608 1.234
H 2.490 -0.886 0.027
H 2.148 1.521 0.209
H 0.066 2.649 -0.556
H 1.717 0.907 -1.386
H -2.019 1.670 -0.085
*
```

Output
E_HOMO: -9.23 eV
orbital gap: 10.2674 eV
energy relative to the best compared isomer or geometry (same formula, charge and spin): 68.6 kJ/mol

Here are the Löwdin charges for atoms 1 to 6, given in e: C -0.182; C -0.210; O -0.139; C -0.227; C -0.167; C -0.110

Molecular formula: C2H7NS2
Method: DFT, ωB97M-V/def2-TZVPD

ORCA input file:
```
! wB97M-V def2-TZVPD RIJCOSX def2/J DEFGRID3
* xyz 0 1
S 0.446 -1.705 -1.468
S -1.306 -1.219 -0.766
H 1.385 -1.008 -0.792
H -1.588 -2.242 0.074
C 1.541 2.588 1.873
C -0.465 1.529 1.430
N 0.572 2.077 0.950
H 2.319 1.952 2.426
H 1.183 2.744 2.929
H 1.986 3.486 1.424
H -1.243 1.123 0.793
H -0.758 1.484 2.418
*
```

Output
E_HOMO: -9.47 eV
orbital gap: 10.0042 eV
energy relative to the best compared isomer or geometry (same formula, charge and spin): 195.5 kJ/mol

Here are the Löwdin charges for atoms 1 to 6, given in e: S 0.207; S 0.214; H -0.191; H -0.181; C -0.192; C -0.081

Molecular formula: C21H27N3O5S
Method: DFT, ωB97M-V/def2-TZVPD

ORCA input file:
```
! wB97M-V def2-TZVPD RIJCOSX def2/J DEFGRID3
* xyz 0 1
C -1.343 -2.315 1.927
H -0.731 -3.027 2.491
O -0.964 -2.275 0.574
C 0.301 -1.859 0.251
C 1.205 -1.379 1.185
C 2.476 -0.937 0.837
C 2.870 -0.989 -0.493
C 1.974 -1.469 -1.434
C 0.695 -1.900 -1.102
O -0.051 -2.298 -2.166
C -1.306 -2.932 -2.007
H -1.229 -3.816 -1.371
H -1.590 -3.237 -3.014
H -2.065 -2.260 -1.603
H 2.253 -1.505 -2.475
C 4.247 -0.517 -0.894
N 4.766 0.514 -0.014
C 4.310 1.862 -0.319
C 2.875 1.918 -0.846
O 2.627 1.888 -2.029
N 1.921 1.975 0.136
C 0.580 1.613 0.039
C 0.005 1.193 -1.160
C -1.293 0.721 -1.166
C -2.026 0.698 0.005
C -1.488 1.166 1.189
C -0.184 1.617 1.209
H 0.257 1.957 2.136
H -2.095 1.145 2.080
S -3.675 0.025 0.028
O -3.919 -0.587 1.302
O -3.884 -0.769 -1.152
N -4.606 1.441 -0.024
C -4.544 2.063 -1.326
H -5.083 3.009 -1.295
H -3.500 2.255 -1.566
H -4.977 1.422 -2.103
C -5.953 1.245 0.469
H -6.585 0.722 -0.258
H -6.393 2.215 0.701
H -5.882 0.648 1.375
H -1.738 0.340 -2.072
H 0.588 1.206 -2.065
H 2.254 2.096 1.082
H 4.436 2.493 0.563
H 4.952 2.248 -1.121
C 4.742 0.071 1.360
C 3.369 -0.361 1.907
H 3.520 -1.101 2.696
H 2.857 0.488 2.375
H 5.169 0.857 1.989
H 5.420 -0.789 1.403
H 4.234 -0.137 -1.917
H 4.948 -1.360 -0.856
H 0.921 -1.331 2.225
H -1.287 -1.327 2.392
H -2.383 -2.633 1.924
*
```

Output
E_HOMO: -7.69 eV
orbital gap: 8.1920 eV
energy relative to the best compared isomer or geometry (same formula, charge and spin): 251.4 kJ/mol

Here are the Löwdin charges for atoms 1 to 6, given in e: C -0.079; H 0.102; O -0.109; C -0.191; C 0.023; C -0.187

Molecular formula: C6H7N2O3
Method: DFT, ωB97M-V/def2-TZVPD

ORCA input file:
```
! wB97M-V def2-TZVPD RIJCOSX def2/J DEFGRID3
* xyz -1 1
C -2.438 -1.266 0.989
C -1.366 -0.433 1.264
C -1.136 -1.250 -0.664
C 1.921 -1.358 0.067
C 1.113 0.985 -1.103
C 1.136 0.046 0.064
N -2.300 -1.757 -0.232
N -0.553 -0.435 0.213
O 2.297 -1.640 1.194
O 2.188 -1.938 -0.965
O 1.488 0.567 1.281
H -3.312 -1.555 1.504
H -1.295 0.138 2.292
H -0.486 -1.386 -1.554
H 0.064 1.423 -1.247
H 1.780 1.911 -0.751
H 1.609 0.505 -2.087
H 1.885 -0.208 1.794
*
```

Output
E_HOMO: -4.71 eV
orbital gap: 8.5009 eV
energy relative to the best compared isomer or geometry (same formula, charge and spin): 24.0 kJ/mol

Here are the Löwdin charges for atoms 1 to 6, given in e: C -0.234; C -0.158; C -0.226; C -0.693; C -0.043; C -0.356

Molecular formula: C4H6ClFOS
Method: DFT, ωB97M-V/def2-TZVPD

ORCA input file:
```
! wB97M-V def2-TZVPD RIJCOSX def2/J DEFGRID3
* xyz 0 1
C 1.162 0.825 -0.874
C 0.082 0.316 0.052
C 0.196 -1.030 0.703
C -0.762 -0.797 -0.448
H 1.679 -0.013 -1.375
H 0.724 1.478 -1.620
H 1.874 1.423 -0.294
H -1.409 2.206 0.165
H 1.006 -1.639 0.327
H -0.972 -0.910 2.247
O -0.164 -1.382 1.993
F -0.384 -1.277 -1.650
S -0.566 1.662 1.074
Cl -2.464 -0.863 -0.298
*
```

Output
E_HOMO: -9.53 eV
orbital gap: 10.0239 eV
energy relative to the best compared isomer or geometry (same formula, charge and spin): 64.3 kJ/mol

Here are the Löwdin charges for atoms 1 to 6, given in e: C -0.088; C -0.738; C -0.305; C -0.866; H 0.093; H 0.082

Molecular formula: C21H23Cl5N5Tc
Method: DFT, ωB97M-V/def2-TZVPD

ORCA input file:
```
! wB97M-V def2-TZVPD RIJCOSX def2/J DEFGRID3
* xyz 3 4
Tc 0.270 0.424 -0.018
C 0.226 -1.972 -3.624
C 0.011 -1.343 -2.299
N 0.683 -0.322 -1.874
C 1.729 0.374 -2.638
C 2.700 1.037 -1.661
N 2.029 1.611 -0.437
C 1.688 3.063 -0.495
C 0.435 3.259 -1.317
N -0.652 2.365 -0.812
C -1.585 2.986 0.202
C -1.434 2.347 1.584
N -1.291 0.908 1.326
C -2.225 0.040 1.527
C -3.412 0.241 2.399
C -2.111 -1.166 0.651
C -2.958 -2.261 0.587
C -2.797 -3.162 -0.462
C -1.844 -2.937 -1.454
C -1.020 -1.831 -1.334
N -1.151 -1.017 -0.274
H 0.116 -1.229 -4.419
H -0.466 -2.785 -3.818
H 1.246 -2.364 -3.683
H 1.239 1.099 -3.292
H 2.276 -0.321 -3.276
H 3.264 1.819 -2.170
H 3.409 0.294 -1.298
H 2.689 1.486 0.328
H 2.523 3.633 -0.909
H 1.539 3.395 0.534
H 0.615 3.008 -2.363
H 0.118 4.302 -1.294
H -1.236 2.134 -1.611
H -2.601 2.844 -0.166
H -1.407 4.059 0.264
H -2.290 2.579 2.215
H -0.540 2.705 2.081
H -3.160 0.836 3.275
H -3.814 -0.712 2.736
H -4.207 0.753 1.847
H -3.739 -2.408 1.320
H -3.443 -4.029 -0.527
H -1.761 -3.612 -2.294
Cl 2.142 -2.666 -0.691
C 1.918 -2.095 0.927
C 1.374 -0.815 1.203
C 1.517 -0.389 2.539
Cl 1.360 1.305 2.859
C 1.896 -1.215 3.582
Cl 1.965 -0.638 5.182
C 2.260 -2.540 3.286
Cl 2.699 -3.590 4.526
C 2.320 -2.960 1.939
Cl 2.892 -4.525 1.590
*
```

Output
E_HOMO (alpha / beta): -17.13 / -17.16 eV
orbital gap (alpha / beta): 6.6476 / 5.4486 eV
energy relative to the best compared isomer or geometry (same formula, charge and spin): 0.0 kJ/mol

Here are the Löwdin charges for atoms 1 to 6, given in e: Tc 1.627; C 0.035; C -0.274; N -0.106; C -0.141; C -0.118

Molecular formula: C4H12N2O
Method: DFT, ωB97M-V/def2-TZVPD

ORCA input file:
```
! wB97M-V def2-TZVPD RIJCOSX def2/J DEFGRID3
* xyz 1 2
C 2.513 -0.712 -1.595
C 2.643 -0.351 -0.264
N 3.235 -1.129 0.633
H 2.794 -1.726 -1.854
H 2.179 0.003 -2.332
H 2.294 0.613 0.083
H 3.268 -2.127 0.455
H 3.048 -0.918 1.604
C -1.895 0.065 -0.380
O -2.229 -1.304 -0.253
C -1.796 0.704 0.993
N -2.017 2.151 0.894
H -0.976 0.198 -0.969
H -2.662 0.604 -0.952
H -2.015 -1.759 -1.065
H -2.542 0.235 1.636
H -0.781 0.553 1.368
H -2.335 2.503 1.782
H -2.725 2.397 0.216
*
```

Output
E_HOMO (alpha / beta): -11.92 / -11.92 eV
orbital gap (alpha / beta): 7.5772 / 3.8929 eV
energy relative to the best compared isomer or geometry (same formula, charge and spin): 141.4 kJ/mol

Here are the Löwdin charges for atoms 1 to 6, given in e: C 0.215; C -0.109; N 0.229; H 0.103; H 0.103; H 0.149